No. 1
C20H21N3O2PPd | ωB97M-V with the def2-TZVPD basis set

Values from the calculation:
max |F| = 0.0068 hartree/bohr
HOMO-LUMO gap (alpha / beta) = 8.36 / 4.73 eV
HOMO energy (alpha / beta) = -0.65470 / -0.65864 hartree
LUMO energy (alpha / beta) = -9.45 / -13.19 eV
multiplicity = 5
net charge = +3

Geometry (Å):
1 Pd -0.833 -0.685 -0.744
2 N -2.333 -1.225 -2.355
3 C -1.809 -1.671 -3.681
4 C -0.821 -2.829 -3.547
5 C 0.507 -2.345 -3.010
6 O 1.476 -2.652 -3.799
7 O 0.699 -1.728 -1.962
8 H -2.954 -1.954 -2.005
9 H -2.934 -0.422 -2.532
10 H -1.339 -0.816 -4.165
11 H -2.637 -1.990 -4.313
12 H -0.689 -3.319 -4.512
13 H -1.183 -3.591 -2.850
14 N -0.487 1.587 1.458
15 P 0.631 0.823 0.314
16 C 2.042 1.874 0.276
17 C 2.173 2.777 -0.787
18 C 3.257 3.636 -0.810
19 C 4.195 3.589 0.215
20 C 4.067 2.687 1.269
21 C 2.995 1.818 1.308
22 C 0.922 -0.787 1.037
23 C 2.100 -1.457 0.615
24 C 2.376 -2.715 1.091
25 C 1.483 -3.345 1.966
26 C 0.315 -2.707 2.380
27 C 0.032 -1.434 1.930
28 C -1.806 1.442 1.440
29 C -2.627 2.221 2.316
30 C -3.993 2.074 2.266
31 C -4.515 1.161 1.358
32 C -3.632 0.410 0.536
33 N -2.325 0.526 0.564
34 H -0.090 2.269 2.101
35 H 1.439 2.803 -1.584
36 H 3.376 4.336 -1.626
37 H 5.043 4.261 0.192
38 H 4.811 2.661 2.054
39 H 2.901 1.102 2.116
40 H 2.788 -0.966 -0.062
41 H 3.288 -3.218 0.797
42 H 1.711 -4.337 2.337
43 H -0.354 -3.196 3.075
44 H -0.843 -0.922 2.310
45 H -2.153 2.920 2.995
46 H -4.637 2.655 2.913
47 H -5.581 0.997 1.264
48 H -4.052 -0.317 -0.148

***

No. 2
C57H41BaN4O8S4 | ωB97M-V with the def2-TZVPD basis set

Values from the calculation:
max |F| = 0.0737 hartree/bohr
HOMO-LUMO gap = 7.21 eV
HOMO energy = -0.18538 hartree
LUMO energy = 2.17 eV
energy above the lowest of the compared OMol25 structures with the same formula, charge and spin = 0.00 kJ/mol
net charge = -1

Geometry (Å):
1 Ba 0.156 -1.535 -0.687
2 O -0.062 -5.332 1.368
3 C -0.150 -4.507 0.454
4 O -0.635 -3.319 0.495
5 C 0.369 -4.931 -0.936
6 C 0.909 -6.228 -1.107
7 C 1.367 -6.589 -2.334
8 C 1.279 -5.675 -3.420
9 C 1.708 -5.980 -4.736
10 C 1.598 -5.051 -5.734
11 C 1.054 -3.771 -5.461
12 C 0.631 -3.456 -4.203
13 C 0.733 -4.408 -3.155
14 N 0.298 -4.056 -1.908
15 H 0.946 -6.877 -0.244
16 H 1.802 -7.571 -2.505
17 H 2.127 -6.962 -4.936
18 H 1.927 -5.290 -6.740
19 H 0.976 -3.037 -6.255
20 H 0.208 -2.483 -3.977
21 O -1.912 -1.370 -1.833
22 N -2.201 -0.604 -2.789
23 N -1.563 0.513 -2.792
24 O -0.693 0.879 -1.888
25 C -1.806 1.352 -3.951
26 C -2.883 1.152 -4.812
27 C -3.036 1.985 -5.913
28 C -2.126 3.012 -6.156
29 C -1.063 3.198 -5.279
30 C -0.905 2.371 -4.171
31 H -3.579 0.345 -4.617
32 H -3.875 1.832 -6.584
33 H -2.241 3.653 -7.025
34 H -0.342 3.991 -5.460
35 H -0.076 2.485 -3.483
36 C -5.498 -2.339 6.964
37 C -4.369 -1.922 6.047
38 C -3.759 -2.839 5.196
39 C -2.731 -2.448 4.338
40 C -2.323 -1.123 4.329
41 C -2.888 -0.197 5.197
42 C -3.908 -0.600 6.045
43 S -1.066 -0.573 3.162
44 O -0.327 0.535 3.845
45 C -2.168 0.124 1.872
46 C -3.058 -0.816 1.289
47 C -3.845 -0.470 0.241
48 C -3.796 0.834 -0.300
49 C -4.594 1.197 -1.418
50 C -4.514 2.444 -1.958
51 C -3.636 3.401 -1.390
52 C -2.862 3.081 -0.314
53 C -2.909 1.779 0.261
54 C -2.065 1.405 1.364
55 C -1.120 2.479 1.868
56 C -1.654 3.462 2.763
57 C -3.004 3.400 3.216
58 C -3.494 4.329 4.087
59 C -2.667 5.381 4.556
60 C -1.374 5.473 4.130
61 C -0.837 4.521 3.224
62 C 0.496 4.614 2.755
63 C 0.996 3.685 1.899
64 C 0.195 2.593 1.467
65 S 0.887 1.347 0.326
66 O 0.423 0.021 0.905
67 C 2.577 1.504 0.834
68 C 3.501 1.871 -0.129
69 C 4.854 1.872 0.202
70 C 5.268 1.504 1.477
71 C 6.735 1.452 1.823
72 C 4.301 1.156 2.433
73 C 2.959 1.145 2.120
74 H -5.829 -3.357 6.747
75 H -6.358 -1.672 6.855
76 H -5.188 -2.302 8.013
77 H -4.088 -3.878 5.203
78 H -2.252 -3.171 3.676
79 H -2.517 0.826 5.198
80 H -4.362 0.126 6.719
81 H -3.088 -1.831 1.670
82 H -4.509 -1.201 -0.209
83 H -5.257 0.448 -1.846
84 H -5.103 2.703 -2.832
85 H -3.577 4.394 -1.821
86 H -2.193 3.822 0.107
87 H -3.644 2.600 2.857
88 H -4.522 4.261 4.426
89 H -3.065 6.113 5.248
90 H -0.734 6.280 4.481
91 H 1.118 5.438 3.089
92 H 2.018 3.777 1.552
93 H 3.169 2.135 -1.136
94 H 5.593 2.137 -0.554
95 H 7.333 1.994 1.087
96 H 7.088 0.416 1.843
97 H 6.924 1.884 2.809
98 H 4.619 0.873 3.434
99 H 2.204 0.855 2.853
100 O 3.058 -3.291 -1.100
101 S 3.156 -1.882 -0.825
102 O 2.919 -1.481 0.544
103 N 2.231 -1.013 -1.867
104 C 2.983 -0.300 -2.734
105 S 2.389 0.686 -3.932
106 C 4.472 -0.477 -2.492
107 C 5.532 0.058 -3.204
108 C 6.827 -0.252 -2.796
109 C 7.055 -1.080 -1.694
110 C 5.991 -1.621 -0.986
111 C 4.715 -1.296 -1.411
112 H 5.332 0.694 -4.057
113 H 7.672 0.149 -3.348
114 H 8.072 -1.316 -1.396
115 H 6.151 -2.267 -0.126

***

No. 3
C4H9NO | ωB97M-V with the def2-TZVPD basis set

Values from the calculation:
max |F| = 0.0271 hartree/bohr
HOMO-LUMO gap = 10.71 eV
HOMO energy = -0.35332 hartree
LUMO energy = 1.09 eV
SMILES string = CC/N=C/OC
energy above the lowest of the compared OMol25 structures with the same formula, charge and spin = 173.02 kJ/mol
net charge = 0

Geometry (Å):
1 C -1.763 -1.567 -0.427
2 C -0.236 -1.384 -0.476
3 N 0.274 -0.204 0.246
4 C 0.203 0.877 -0.410
5 O 0.829 2.011 -0.073
6 C 1.626 1.888 1.089
7 H -2.247 -0.752 -0.966
8 H -2.121 -2.530 -0.835
9 H -2.085 -1.510 0.619
10 H 0.212 -1.174 -1.447
11 H 0.218 -2.305 -0.083
12 H -0.344 1.087 -1.334
13 H 2.052 2.876 1.263
14 H 2.389 1.122 0.921
15 H 0.992 1.564 1.914

***

No. 4
C3H11NO3 | ωB97M-V with the def2-TZVPD basis set

Values from the calculation:
max |F| = 0.0236 hartree/bohr
HOMO-LUMO gap = 10.81 eV
HOMO energy = -0.37095 hartree
LUMO energy = 0.71 eV
SMILES string = CCNC=O.O.O
energy above the lowest of the compared OMol25 structures with the same formula, charge and spin = 101.61 kJ/mol
net charge = 0

Geometry (Å):
1 C 0.665 0.104 0.101
2 N 0.054 1.302 -0.189
3 C -0.927 1.409 -1.281
4 C -2.294 0.813 -0.923
5 O 1.721 0.007 0.674
6 H 0.063 -0.763 -0.212
7 H 0.715 2.066 -0.177
8 H -0.577 0.907 -2.193
9 H -1.012 2.458 -1.575
10 H -2.929 0.899 -1.806
11 H -2.668 1.232 0.001
12 H -2.135 -0.244 -0.733
13 H 4.464 -2.370 0.251
14 H 4.882 -3.715 -0.345
15 O 4.833 -3.234 0.488
16 H -1.270 0.414 2.710
17 H -1.589 -1.066 2.501
18 O -1.998 -0.220 2.706

***

No. 5
C22H32IrN9O7P2 | ωB97M-V with the def2-TZVPD basis set

Values from the calculation:
max |F| = 0.0147 hartree/bohr
HOMO-LUMO gap (alpha / beta) = 6.84 / 5.01 eV
HOMO energy (alpha / beta) = -0.26678 / -0.29466 hartree
LUMO energy (alpha / beta) = -0.42 / -3.01 eV
multiplicity = 5
energy above the lowest of the compared OMol25 structures with the same formula, charge and spin = 0.00 kJ/mol
net charge = 0

Geometry (Å):
1 Ir 0.128 1.430 -0.035
2 C -1.590 -1.765 2.221
3 N -1.037 -0.668 3.011
4 C -1.523 -0.589 4.379
5 C -0.068 0.126 2.550
6 N 0.599 -0.173 1.398
7 C 1.253 -1.336 1.233
8 C 1.615 -2.051 2.410
9 C 2.394 -3.183 2.384
10 C 2.853 -3.663 1.173
11 C 2.523 -3.010 -0.030
12 C 3.013 -3.577 -1.219
13 C 2.712 -3.011 -2.440
14 C 1.910 -1.893 -2.485
15 C 1.373 -1.281 -1.324
16 N 0.627 -0.160 -1.515
17 C -0.181 -0.040 -2.595
18 N -0.159 1.098 -3.316
19 C -1.385 1.776 -3.742
20 C 1.006 1.975 -3.264
21 N -1.002 -1.034 -2.956
22 C -1.637 -1.110 -4.263
23 C -1.460 -2.056 -2.024
24 C 1.703 -1.832 -0.043
25 N 0.257 1.238 3.225
26 C -0.764 2.138 3.762
27 C 1.560 1.865 3.018
28 H -1.061 -2.699 2.432
29 H -1.540 -1.515 1.167
30 H -2.640 -1.879 2.486
31 H -1.596 -1.605 4.768
32 H -2.511 -0.128 4.430
33 H -0.830 -0.025 4.998
34 H 1.301 -1.649 3.366
35 H 2.659 -3.676 3.310
36 H 3.470 -4.550 1.127
37 H 3.633 -4.461 -1.153
38 H 3.110 -3.427 -3.356
39 H 1.698 -1.428 -3.439
40 H -2.265 1.206 -3.463
41 H -1.372 1.951 -4.819
42 H -1.440 2.736 -3.225
43 H 1.908 1.404 -3.061
44 H 0.898 2.747 -2.499
45 H 1.098 2.461 -4.235
46 H -1.082 -0.520 -4.987
47 H -2.673 -0.773 -4.209
48 H -1.623 -2.155 -4.576
49 H -1.148 -1.814 -1.016
50 H -1.064 -3.032 -2.314
51 H -2.550 -2.067 -2.046
52 H -1.761 1.780 3.523
53 H -0.657 3.105 3.266
54 H -0.643 2.272 4.838
55 H 2.302 1.127 2.727
56 H 1.863 2.321 3.961
57 H 1.513 2.636 2.248
58 O -4.248 0.485 0.584
59 P -3.292 0.701 -0.675
60 O -3.834 0.091 -1.900
61 O -1.872 0.334 -0.261
62 O -3.269 2.334 -0.827
63 P -2.512 3.195 0.311
64 O -3.047 4.671 0.040
65 O -2.903 2.677 1.653
66 O -1.038 3.254 -0.060
67 H -3.961 1.134 1.266
68 H -3.937 4.789 0.391
69 N 2.152 2.051 -0.032
70 C 3.293 1.823 0.143
71 N 4.478 1.561 0.466
72 C 5.612 1.647 -0.184
73 N 6.657 1.695 -0.680

***

No. 6
C20H30O15Ti | ωB97M-V with the def2-TZVPD basis set

Values from the calculation:
max |F| = 0.1294 hartree/bohr
HOMO-LUMO gap (alpha / beta) = 6.31 / 8.71 eV
HOMO energy (alpha / beta) = -0.41415 / -0.45384 hartree
LUMO energy (alpha / beta) = -4.96 / -3.64 eV
multiplicity = 4
energy above the lowest of the compared OMol25 structures with the same formula, charge and spin = 431.07 kJ/mol
net charge = +1

Geometry (Å):
1 Ti -24.079 10.789 15.894
2 C -21.471 13.292 6.766
3 C -22.777 12.833 7.523
4 C -22.945 11.317 7.690
5 O -22.766 11.129 9.099
6 C -22.851 12.241 9.666
7 O -22.823 12.378 10.893
8 O -22.743 13.275 8.782
9 H -21.586 13.171 5.689
10 H -20.548 12.815 7.095
11 H -21.431 14.377 6.860
12 H -23.546 13.390 6.988
13 H -22.196 10.627 7.304
14 H -23.928 10.897 7.475
15 C -19.760 14.034 23.968
16 C -20.863 14.392 22.945
17 C -20.214 15.195 21.805
18 O -20.326 14.106 20.929
19 C -21.234 13.200 21.239
20 O -21.541 12.223 20.577
21 O -21.560 13.275 22.490
22 H -19.393 14.924 24.479
23 H -18.892 13.541 23.530
24 H -20.125 13.317 24.703
25 H -21.512 15.149 23.385
26 H -19.211 15.488 22.118
27 H -20.778 16.099 21.579
28 C -28.649 13.450 20.595
29 C -28.850 11.840 20.679
30 C -30.190 11.358 20.127
31 O -29.733 10.381 19.201
32 C -28.488 10.413 18.881
33 O -27.926 9.745 18.072
34 O -27.855 11.186 19.842
35 H -29.225 14.128 21.226
36 H -28.699 13.802 19.565
37 H -27.664 13.817 20.885
38 H -28.633 11.373 21.640
39 H -30.781 12.050 19.526
40 H -30.767 10.916 20.939
41 C -15.152 9.167 11.384
42 C -16.353 8.273 11.582
43 C -16.073 7.094 12.506
44 O -17.241 7.046 13.331
45 C -17.961 8.173 13.166
46 O -19.106 8.280 13.585
47 O -17.308 8.995 12.374
48 H -15.019 9.527 12.405
49 H -15.418 9.994 10.726
50 H -14.274 8.576 11.123
51 H -16.765 7.901 10.644
52 H -15.124 7.140 13.040
53 H -16.020 6.164 11.940
54 C -25.591 20.597 18.031
55 C -24.894 20.008 16.806
56 C -23.426 19.710 16.925
57 O -23.397 18.298 17.116
58 C -24.673 17.731 16.894
59 O -24.895 16.552 17.062
60 O -25.573 18.667 16.912
61 H -26.667 20.519 17.875
62 H -25.177 21.516 18.446
63 H -25.425 19.904 18.857
64 H -24.894 20.571 15.873
65 H -23.031 20.133 17.849
66 H -22.884 20.094 16.060

***

No. 7
C6H12AsF6O6Rb | ωB97M-V with the def2-TZVPD basis set

Values from the calculation:
max |F| = 0.0126 hartree/bohr
HOMO-LUMO gap = 10.65 eV
HOMO energy = -0.40996 hartree
LUMO energy = -0.51 eV
energy above the lowest of the compared OMol25 structures with the same formula, charge and spin = 0.00 kJ/mol
net charge = 0

Geometry (Å):
1 Rb 3.632 28.678 12.807
2 As 4.168 31.985 10.968
3 F 5.668 32.804 10.781
4 F 5.116 30.512 11.190
5 F 2.719 31.026 11.200
6 F 3.293 33.430 10.779
7 F 4.067 31.674 9.285
8 F 4.203 32.222 12.686
9 C 7.294 31.666 13.274
10 O 7.781 30.799 14.325
11 C 7.136 29.669 14.460
12 O 6.116 29.379 13.871
13 O 7.777 28.906 15.342
14 C 7.202 27.653 15.679
15 H 7.109 31.099 12.364
16 H 8.065 32.413 13.140
17 H 6.346 32.121 13.555
18 H 6.150 27.612 15.399
19 H 7.255 27.538 16.760
20 H 7.761 26.854 15.197
21 C -1.217 29.073 14.312
22 O -0.513 29.025 15.563
23 C 0.808 29.104 15.464
24 O 1.413 29.285 14.436
25 O 1.433 28.981 16.629
26 C 0.666 28.900 17.833
27 H -2.272 28.989 14.561
28 H -0.931 28.240 13.676
29 H -1.057 30.033 13.828
30 H -0.063 28.097 17.791
31 H 0.208 29.863 18.051
32 H 1.376 28.678 18.627

***

No. 8
C11H21NOsSi | ωB97M-V with the def2-TZVPD basis set

Values from the calculation:
max |F| = 0.1435 hartree/bohr
HOMO-LUMO gap (alpha / beta) = 6.03 / 6.34 eV
HOMO energy (alpha / beta) = -0.19928 / -0.23801 hartree
LUMO energy (alpha / beta) = 0.60 / -0.14 eV
multiplicity = 5
net charge = 0

Geometry (Å):
1 C 0.876 -2.107 -2.832
2 C 0.087 -1.198 -3.591
3 C -1.195 -1.097 -2.977
4 C -1.197 -1.944 -1.834
5 C 0.084 -2.565 -1.739
6 Os 0.456 -0.274 -1.361
7 N 1.749 -0.432 -0.235
8 C 2.132 1.562 -1.587
9 C 1.283 1.545 -2.668
10 H -2.022 -0.471 -3.317
11 H 0.399 -0.682 -4.501
12 H -2.022 -2.075 -1.132
13 H 0.404 -3.260 -0.962
14 H 1.912 -2.386 -3.031
15 H 1.616 1.151 -3.633
16 H 3.157 1.188 -1.663
17 H 2.612 -0.611 0.293
18 H 0.335 2.093 -2.641
19 H 1.882 2.121 -0.682
20 C -1.328 2.282 2.117
21 Si -0.737 0.505 2.290
22 C 0.906 0.474 3.198
23 C -1.991 -0.406 3.335
24 C -0.625 -0.352 0.606
25 H -1.419 2.740 3.123
26 H -2.317 2.293 1.615
27 H -0.600 2.862 1.513
28 H 0.787 0.956 4.190
29 H 1.233 -0.577 3.334
30 H 1.669 1.026 2.611
31 H -2.978 -0.386 2.828
32 H -1.666 -1.457 3.471
33 H -2.075 0.088 4.325
34 H -0.022 0.542 0.825
35 H -1.387 -1.145 0.713